C35H58OP2Pd | ωB97M-V with the def2-TZVPD basis set

Summary:
Molar mass = 663.216 g/mol
Total energy = -61318.715 eV
ΔE to the lowest compared entry with this formula, charge and spin = 382.8 kJ/mol
Gap between HOMO and LUMO (spin up / spin down) = 3.49 / 5.16 eV

```
! RIJCOSX wB97M-V def2-TZVPD def2/J DEFGRID3
* xyz 2 5
C -3.17 -2.08 0.68
H -5.99 0.95 -3.24
H 1.02 5.48 2.85
H -2.86 -3.94 -1.40
H -2.51 2.77 -2.03
H -1.94 -0.18 2.28
H 3.41 0.02 6.86
C -1.85 -4.28 -1.12
H -1.33 1.78 -4.43
C -1.32 -1.04 -5.21
H 4.45 4.67 2.80
C -0.33 1.31 -4.46
P -0.34 -0.40 -3.75
C -0.72 -1.53 1.15
C -5.00 0.57 -1.31
C -2.11 0.64 -1.71
H -1.34 -4.53 -2.06
C 0.54 -2.08 0.82
H 1.81 -0.76 1.93
C 2.14 4.09 1.61
C -5.16 1.37 -2.65
H -3.72 2.01 -4.28
H 1.95 0.00 -3.58
C 0.29 -3.25 -0.04
H 1.63 -0.64 -5.25
H 2.90 4.19 0.82
H -5.04 1.25 0.76
C 3.02 -0.53 6.00
C 0.75 -3.69 -4.28
H -2.33 -0.64 -5.15
H -3.05 -0.61 -3.28
H -1.96 -5.20 -0.52
H -0.95 -1.27 3.28
C 3.47 -2.67 -3.86
C 1.79 5.51 2.07
H 4.58 1.49 5.72
O 1.28 1.50 2.69
H 1.97 -2.49 2.36
H 1.33 1.56 6.76
C -1.15 -3.21 -0.37
C 1.11 -4.48 0.01
C 4.67 3.10 4.27
H 2.67 -1.86 0.83
C -3.36 2.14 -0.15
H 3.87 -0.91 5.42
P 1.73 -2.40 -3.44
C 1.41 -0.76 -4.18
H 3.69 -2.31 -4.87
H -3.45 -2.59 1.62
H -0.04 1.19 -5.52
C -2.26 2.08 -1.19
C 1.82 -1.79 1.52
H 0.39 1.94 -3.93
C -1.72 -2.22 0.42
H 0.60 4.11 0.10
H 1.15 2.48 0.53
H -1.28 2.45 -0.81
C 0.95 0.89 5.98
H 0.80 -3.59 -5.37
C -3.87 1.34 -3.39
H -1.01 0.48 -1.83
C -2.93 0.44 -2.96
H 3.66 -3.75 -3.81
H 2.45 -1.39 6.37
H 1.21 -4.65 -3.99
H -4.37 -0.32 -1.47
H -3.23 2.92 0.62
H 0.42 0.06 6.46
C 2.12 0.36 5.14
C 0.92 3.46 0.94
C 4.00 3.76 3.24
H 4.10 -2.14 -3.14
H -5.46 2.39 -2.42
Pd 1.14 -2.06 -1.49
H 1.69 -0.26 4.34
H 0.08 3.37 1.63
H -0.87 -0.63 -6.12
H 2.67 6.03 2.47
H -0.19 0.10 2.43
H 1.77 -4.52 -0.86
C 2.80 3.31 2.73
H -3.47 -1.03 0.77
H 0.42 -5.34 0.01
H 1.39 6.10 1.23
H -3.78 -2.50 -0.12
C 2.24 2.08 3.26
H 5.62 3.47 4.64
H 0.25 1.45 5.35
C 2.87 1.49 4.45
H 1.76 -4.48 0.90
H -2.38 -0.09 -0.94
C 4.08 1.98 4.89
C -4.45 1.35 -0.16
H -0.29 -3.68 -3.94
H -5.96 0.10 -1.08
C -0.96 -0.68 2.34
H -1.34 -2.14 -5.20
*
```

These are the Mulliken partial charges, in e, on atoms 1 to 5: -1.41, 0.45, 0.35, 0.41, 0.37

=====

C35H59AsFeN7O2S6Sb | ωB97M-V with the def2-TZVPD basis set

Summary:
Molar mass = 1054.833 g/mol
Total energy = -218554.616 eV
ΔE to the lowest compared entry with this formula, charge and spin = 0.0 kJ/mol
Gap between HOMO and LUMO (spin up / spin down) = 4.54 / 4.56 eV

```
! RIJCOSX wB97M-V def2-TZVPD def2/J DEFGRID3
* xyz -2 5
N -0.48 0.35 -1.78
C -3.90 -4.32 -1.77
O 0.06 1.73 -3.84
H -3.49 4.36 2.10
C -5.15 -1.27 -3.35
H 0.31 5.00 0.53
H 5.32 1.08 2.01
C 4.64 0.90 1.16
H 4.30 -0.14 5.00
H -3.25 1.47 -2.39
C -4.16 0.96 -2.70
H -3.68 -5.21 -2.37
H -1.22 -4.88 -1.84
C -2.74 -3.33 -1.86
H -3.98 2.86 4.37
H -2.17 -0.05 4.77
H 1.97 5.67 0.52
C 4.61 -1.78 3.06
O 0.75 2.40 0.39
H 0.99 -0.78 3.81
H -2.66 3.50 -0.32
C 4.75 -1.54 1.54
N -2.37 2.66 1.57
H -0.66 4.00 2.40
C -0.61 6.80 -2.20
S 2.98 0.82 -1.63
S 1.87 3.30 -0.05
C 2.07 6.12 -2.42
H 5.20 0.89 0.22
C -3.10 2.95 3.73
H 0.00 8.80 -2.70
H 3.55 4.76 2.42
N 3.93 -0.37 1.29
As 2.80 -1.33 -2.06
S -0.42 0.45 -3.26
H -4.95 -2.33 -3.53
Fe 0.91 0.31 -0.35
H -0.93 4.72 -1.74
H -5.28 0.22 0.63
H 0.88 2.99 -2.17
C 0.35 3.66 4.27
H 0.61 0.94 3.56
H -0.60 -3.28 -1.39
H -5.45 -2.70 -0.31
N -2.43 1.68 3.59
C -4.43 -2.33 1.54
C 1.35 4.82 0.82
H -0.36 -1.20 1.66
C 3.30 -0.47 4.69
C 1.66 7.43 -2.64
C -3.46 3.29 2.29
H 5.44 -1.35 3.62
H 4.36 -2.37 0.95
H -4.46 1.36 -3.67
H -0.55 3.32 4.78
H -2.56 -3.08 -2.92
C 1.42 4.48 2.28
Sb -3.07 -1.36 -0.96
C -2.52 2.51 0.13
C -5.84 -0.67 0.31
C 1.56 3.66 4.94
S 1.59 -2.08 -0.37
C 1.59 3.74 -1.81
H -1.21 -0.93 3.16
H -6.61 -0.84 1.07
C -3.93 -0.55 -2.79
C 0.32 7.78 -2.53
H -5.44 -0.83 -4.31
N -1.22 0.66 1.73
C -1.95 1.01 4.78
H -2.44 3.72 4.16
H 3.67 4.04 4.78
C -1.92 1.54 2.29
S 4.72 -2.27 -2.15
H -3.74 -3.17 1.48
H -0.87 1.14 4.94
H -6.02 -1.20 -2.69
C 1.15 5.14 -2.08
C 2.71 4.06 4.28
H -4.85 -3.91 -2.09
H -4.96 1.20 -1.98
H 2.53 3.49 -2.30
C 2.93 -0.38 2.25
H -1.63 2.04 -0.28
H -5.27 -2.63 2.18
H -3.90 -1.52 2.05
H 3.11 5.85 -2.52
H -1.58 -4.20 -0.25
H 1.62 3.33 5.97
H 3.91 1.71 1.09
H -2.47 1.45 5.63
H 4.57 -2.85 3.29
C -0.58 -0.44 2.41
H -6.34 -0.41 -0.63
H 2.67 0.42 4.65
S 1.60 -1.47 -3.85
C 0.74 -0.03 3.06
H -4.02 -4.66 -0.73
H -1.66 7.05 -2.12
C 0.28 4.06 2.95
H 5.78 -1.36 1.23
C -4.91 -1.87 0.16
C -1.46 -3.95 -1.31
H 2.39 8.19 -2.91
H -3.39 1.89 -0.11
H -3.10 -0.71 -3.48
H 2.91 -1.13 5.47
N 1.78 0.12 2.05
C -0.20 5.49 -1.98
N 3.36 -1.12 3.40
H -4.43 2.86 2.02
C 2.64 4.47 2.95
*
```

These are the Mulliken partial charges, in e, on atoms 1 to 5: -0.74, -1.62, -0.66, 0.36, -1.38

=====

C35H59N4O9PtS4 | ωB97M-V with the def2-TZVPD basis set

Summary:
Molar mass = 1003.222 g/mol
Total energy = -108213.103 eV
ΔE to the lowest compared entry with this formula, charge and spin = 110.6 kJ/mol
Gap between HOMO and LUMO (spin up / spin down) = 6.94 / 5.57 eV

```
! RIJCOSX wB97M-V def2-TZVPD def2/J DEFGRID3
* xyz 1 3
N 17.93 25.26 -16.28
H 16.06 16.30 -19.77
H 13.55 30.74 -21.58
H 11.31 22.35 -17.18
H 15.87 20.45 -18.42
C 18.46 28.74 -23.85
H 16.29 23.31 -18.84
S 18.06 27.12 -24.36
Pt 14.78 25.74 -23.49
O 13.89 21.71 -23.46
C 13.09 29.15 -19.31
C 10.35 22.54 -22.46
C 17.40 25.29 -20.05
H 9.53 23.21 -18.50
H 13.25 21.94 -20.69
H 19.88 25.71 -24.10
H 17.73 28.99 -16.46
H 10.86 23.05 -24.53
C 19.79 21.72 -22.81
H 12.61 29.80 -22.69
H 19.85 27.48 -21.59
H 19.50 19.79 -21.66
H 19.28 23.58 -23.58
O 18.38 26.93 -25.77
O 16.70 26.74 -23.92
N 15.43 18.11 -20.61
O 10.86 26.49 -17.82
C 16.04 17.37 -19.63
C 12.19 24.24 -17.45
C 16.85 30.31 -19.35
N 17.71 22.55 -22.30
C 11.25 22.40 -23.75
C 17.84 23.92 -16.61
H 18.96 25.64 -22.62
H 20.59 28.79 -24.25
S 10.94 25.17 -18.43
S 14.44 28.53 -21.62
C 17.93 21.32 -21.70
H 20.11 29.63 -22.84
H 16.25 22.50 -15.94
H 12.73 25.02 -16.91
H 14.52 23.47 -19.36
H 15.13 17.69 -21.47
H 12.39 23.35 -20.78
C 11.46 23.25 -16.57
H 15.08 28.03 -19.34
O 14.02 27.50 -22.59
H 16.18 30.93 -19.92
H 9.30 22.28 -22.63
H 12.47 28.79 -18.49
H 18.89 27.84 -18.60
H 18.49 23.62 -17.42
H 15.74 22.68 -20.33
H 17.46 25.64 -19.01
H 16.73 17.79 -17.65
H 11.31 21.36 -24.09
H 8.56 24.50 -18.06
H 12.99 23.93 -18.13
H 11.57 30.41 -20.35
C 20.23 27.39 -22.61
H 9.39 23.10 -15.88
C 19.95 28.69 -23.37
O 11.21 24.93 -19.84
H 13.73 27.12 -20.01
C 15.33 19.42 -20.17
H 18.07 24.44 -20.13
C 18.24 28.69 -18.61
C 13.05 29.78 -21.69
C 10.03 23.80 -16.42
C 16.28 18.20 -18.53
H 17.94 29.16 -20.80
H 10.57 21.60 -20.49
H 9.96 24.75 -15.90
C 16.21 24.46 -15.07
C 9.56 24.11 -17.87
H 17.19 26.54 -14.84
C 15.95 19.51 -18.94
H 13.66 29.99 -18.91
O 13.18 24.17 -23.17
O 15.55 25.01 -21.57
C 12.17 29.51 -20.52
C 17.05 25.58 -15.31
H 15.28 25.63 -19.69
C 19.41 26.32 -23.34
H 17.11 20.91 -21.13
H 18.10 29.60 -24.40
C 16.71 23.48 -15.94
C 19.15 20.74 -22.04
C 14.15 28.13 -19.88
O 15.64 29.24 -21.94
C 12.43 22.37 -21.26
H 18.65 25.88 -16.62
H 11.51 28.65 -20.64
C 15.91 24.91 -20.23
H 11.13 20.64 -21.68
H 17.61 26.17 -20.67
H 10.45 23.60 -22.22
N 16.76 30.21 -17.97
C 11.08 21.71 -21.45
H 14.78 20.11 -20.80
H 17.89 28.81 -22.92
C 17.72 29.30 -19.75
H 15.42 24.32 -14.35
S 12.92 22.73 -23.02
H 11.93 23.12 -15.60
C 17.63 29.25 -17.50
H 16.21 30.78 -17.35
H 21.26 27.07 -22.55
H 16.91 23.12 -22.09
C 15.57 23.51 -19.64
C 18.95 22.75 -22.98
H 20.73 21.64 -23.33
*
```

These are the Mulliken partial charges, in e, on atoms 1 to 5: 0.05, 0.41, 0.36, 0.26, 0.42

=====

C35H60BIN15O5PSSi2 | ωB97M-V with the def2-TZVPD basis set

Summary:
Molar mass = 1027.894 g/mol
Total energy = -114511.969 eV
ΔE to the lowest compared entry with this formula, charge and spin = 0.0 kJ/mol
Gap between HOMO and LUMO = 8.37 eV

```
! RIJCOSX wB97M-V def2-TZVPD def2/J DEFGRID3
* xyz 0 1
H -3.17 4.81 5.60
H 7.14 -6.70 2.29
C 7.76 -6.79 1.40
C -4.95 -4.90 3.25
H -1.76 -3.06 2.03
C 6.55 8.52 7.51
H 0.31 10.31 3.81
C -4.84 3.78 -0.51
C 5.74 -7.68 -1.94
C -1.64 -2.03 2.35
I -3.25 2.37 -3.82
H 2.51 -5.23 -4.54
H -4.09 -2.98 -2.46
C 11.82 -6.34 -1.97
H -5.46 -2.40 -8.22
N -3.02 -5.03 1.50
H 4.15 -5.28 -3.91
H -4.52 -2.91 -6.81
H -4.77 -1.36 -2.68
N 8.59 -7.74 -2.31
N -4.20 7.65 -1.17
H -2.10 6.98 1.10
H 2.91 -6.31 -3.21
C 1.75 9.52 5.13
H 11.76 -5.10 -0.27
O -1.01 4.60 -0.10
C -3.87 -4.97 2.28
H 10.25 -5.93 -0.64
H -7.97 -0.52 0.96
H 6.40 -7.88 -2.77
C -6.76 -1.46 2.39
H 10.76 -4.56 -1.62
C -8.18 -0.04 -2.62
C -0.65 4.77 -2.83
H 0.08 7.54 3.20
C -5.75 -1.24 -6.48
C -3.15 6.71 1.02
H 0.34 -2.51 -2.46
Si -1.13 -0.38 -2.65
H -6.25 0.28 -3.41
C 3.10 -5.32 -3.63
N -2.75 7.70 4.39
N -6.63 -2.13 3.31
H 1.23 -2.04 -0.19
H -6.25 -3.24 -6.89
C -6.91 -0.61 1.21
H -1.90 -1.97 3.41
C -3.88 -1.91 -2.36
C -5.48 -2.51 -7.13
C 0.50 6.60 3.58
H -0.31 6.06 4.06
C -3.24 6.71 4.69
C -3.86 5.44 5.05
H -4.74 5.60 5.67
H 10.25 -10.35 -2.93
N 2.49 -3.44 -1.93
C 2.76 -4.27 -2.68
H 1.87 9.98 3.08
C -3.74 7.23 -0.20
O -3.09 2.77 1.16
C 4.39 -8.17 -2.23
N 3.33 -8.56 -2.45
C 8.91 -8.74 -2.77
C -6.81 0.44 -2.49
B -2.70 -1.47 -3.30
N 2.03 8.87 6.03
H 0.18 5.48 -2.72
C 0.09 -1.60 -1.93
H -6.39 -1.03 0.35
N -5.97 -0.24 -5.96
H -3.12 -1.16 -5.19
H -5.92 -4.86 2.76
C 5.28 7.88 7.79
H -4.86 -4.02 3.88
S -3.78 2.41 -0.07
H -5.23 4.16 0.44
C 1.38 10.34 3.98
Si -2.20 2.10 -1.63
H -6.79 1.51 -2.27
H -4.94 -5.78 3.90
C 9.32 -9.99 -3.37
H 5.33 6.81 7.64
H -1.58 5.36 -2.87
C 1.10 5.82 2.51
H 0.39 -0.39 -0.23
N -3.18 -0.45 0.97
N 7.56 9.03 7.29
H 5.73 -6.61 -1.77
H -3.21 5.62 1.05
O -2.69 -1.84 -4.66
H -4.30 4.56 -1.05
H 7.60 -7.77 0.97
C 0.61 -1.33 -0.74
H -3.66 7.10 1.90
C 7.44 -5.74 0.44
O -4.52 1.17 0.07
N -9.26 -0.42 -2.73
N 12.36 -7.07 -2.68
H 8.56 -10.76 -3.23
O -1.59 0.63 -1.35
H -5.69 3.39 -1.08
H 4.49 8.27 7.14
H -0.53 0.44 -3.73
H -0.59 -1.77 2.25
H 1.23 6.85 4.35
C 11.11 -5.44 -1.08
H -0.53 4.22 -3.77
H 4.97 8.06 8.82
N 7.18 -4.92 -0.32
N 1.57 5.21 1.67
C -2.49 -1.15 1.56
H -6.30 -0.07 -1.68
H 8.81 -6.72 1.71
H -4.17 4.89 4.16
H -0.20 4.91 0.32
H 1.67 11.37 4.13
H -6.51 0.38 1.38
H 6.15 -8.16 -1.06
H -3.70 -1.66 -1.31
H 9.48 -9.88 -4.44
P -0.59 3.66 -1.38
*
```

These are the Mulliken partial charges, in e, on atoms 1 to 5: 0.29, 0.35, -0.84, -0.84, 0.18

=====

> The highest molar mass belongs to which entry?

C35H59AsFeN7O2S6Sb

=====

> Number 1 is which compound?

C35H58OP2Pd